[1]
Molecular formula: C5H32NO12
Method: DFT, ωB97M-V/def2-TZVPD

Energy in eV: -31764.267
LUMO energy in hartree: 0.0952
2S+1: 1
Relative energy (zero: lowest compared OMol25 entry of this formula, charge and spin) in kcal per mole: 86.1
Gap between HOMO and LUMO in eV: 8.420
Net charge: -1

XYZ file:
```
50
Properties=species:S:1:pos:R:3:forces:R:3:lowdin_charge:R:1
C -0.9121 -0.5235 1.7787 0.12 -1.15 -1.77 -0.271
O 0.1154 -1.4515 1.8794 0.73 0.18 -1.49 -0.383
C -0.8612 0.4356 0.4884 1.24 1.60 0.37 -0.255
C -0.6558 1.9643 1.0407 -2.49 -1.94 -1.71 -0.147
C -2.0826 2.5042 1.1634 0.67 1.22 1.26 -0.189
C -2.6563 2.8022 -0.2085 -2.64 -0.74 -0.76 -0.300
O -2.0220 3.8027 -0.9714 1.73 1.12 1.48 -0.085
N 0.2470 0.2334 -0.4775 -3.18 -0.11 -0.36 0.051
H -0.7654 0.1219 2.6268 -1.26 0.42 0.81 0.094
H -1.8271 -1.1879 1.6746 0.12 1.50 0.71 0.128
H -1.8162 0.3019 -0.0833 0.89 0.32 0.46 0.127
H -0.0011 1.7874 1.8580 -0.50 0.84 1.10 0.068
H -0.1759 2.6733 0.3700 0.56 -0.63 -0.37 0.091
H -2.6664 1.8525 1.8095 -0.49 -0.31 -0.49 0.113
H -2.1458 3.4740 1.7092 0.32 -0.29 -0.19 0.120
H -2.6207 1.9765 -0.9304 -0.43 -0.61 0.78 0.096
H -3.7552 3.0998 -0.0951 1.28 -0.40 -0.10 0.132
H -1.2256 4.0176 -0.4283 -0.68 0.26 -1.02 0.094
H 1.1204 0.0597 -0.0942 1.34 -0.36 1.75 -0.010
H 0.0429 -0.6382 -0.9136 -0.04 -0.67 -0.89 0.053
H 0.5973 1.7033 -2.2345 -0.18 -0.03 0.31 0.004
H -0.8885 2.0561 -2.1966 -0.17 0.12 0.23 0.003
O -0.1741 1.8629 -2.8006 0.22 0.26 -0.68 -0.069
H 1.4167 -0.8675 -3.7750 -0.25 0.04 0.31 0.002
H 0.6764 0.4964 -3.7675 0.34 -0.19 0.08 0.017
O 1.5596 0.0844 -3.8512 0.07 0.08 -0.22 -0.082
H 0.4592 -1.5071 3.8855 0.40 0.31 0.10 0.005
H -0.4896 -2.4525 3.4549 -0.41 -0.45 -0.60 0.000
O -0.0444 -2.2266 4.2643 -0.01 -0.12 1.38 -0.075
H 3.4086 -0.9582 1.9287 0.24 -0.35 0.83 0.040
H 1.7506 -1.0471 1.7444 0.60 -0.15 0.14 0.017
O 2.6629 -0.8437 1.3629 -1.10 0.86 -1.18 -0.082
H 1.4217 -3.0114 2.2324 -0.59 0.99 0.49 -0.039
H 1.6102 -4.1539 1.3859 0.25 -0.19 -0.45 0.018
O 2.0508 -3.7068 2.1093 0.56 -1.12 0.34 -0.065
H 0.3481 -2.0638 0.4932 2.26 -0.94 -0.24 0.072
H 1.8785 -2.0358 -0.2232 -1.22 -0.82 0.71 0.051
O 1.0569 -2.5948 -0.1591 -0.74 1.04 -0.82 -0.184
H 2.4468 0.7538 -0.6003 0.69 0.17 0.48 -0.017
H 2.3972 0.6016 -2.0561 0.13 1.19 -0.05 0.043
O 2.5563 1.3096 -1.3731 0.26 -1.05 -1.03 -0.080
H 1.8505 2.0433 0.5414 0.15 0.49 -0.67 -0.008
H 1.7085 1.3444 1.8194 0.58 0.01 0.31 0.019
O 1.9919 2.2006 1.4728 0.61 -0.22 0.50 -0.059
H 0.6061 -2.9587 -3.6208 0.41 -1.64 -0.03 0.024
H 0.7253 -2.6167 -1.9423 0.74 -1.60 1.88 -0.033
O 0.5431 -2.4390 -2.8480 -1.22 3.01 -1.71 -0.043
H -3.0966 -2.8166 -2.2568 -0.14 -0.49 0.22 0.021
H -2.7985 -1.4551 -2.7295 -0.92 -0.18 0.19 0.046
O -3.5679 -2.0070 -2.4569 1.16 0.69 -0.41 -0.075
```
Forces are in eV/Å.

[2]
Molecular formula: C5H32NO9S
Method: DFT, ωB97M-V/def2-TZVPD

Energy in eV: -36451.310
LUMO energy in hartree: -0.0886
2S+1: 1
Relative energy (zero: lowest compared OMol25 entry of this formula, charge and spin) in kcal per mole: 62.3
Gap between HOMO and LUMO in eV: 9.141
Net charge: +1

XYZ file:
```
48
Properties=species:S:1:pos:R:3:forces:R:3:lowdin_charge:R:1
C -2.3281 -0.6513 -0.3923 -1.44 -1.08 0.17 -0.039
C -0.9807 -0.3093 -0.9302 1.88 -2.16 -1.39 -0.347
C -0.8463 1.1133 -1.4305 0.42 0.52 -0.08 -0.205
C 0.4708 1.3523 -2.2197 -1.13 0.45 -0.46 -0.467
S 1.9645 1.8839 -1.3060 -0.67 -0.82 -0.04 0.813
C 1.6418 3.6380 -1.1940 0.17 0.49 -2.10 -0.411
N 0.1520 -0.5898 0.0795 -2.97 0.99 -0.04 0.184
H -3.1029 -0.7470 -1.1466 0.09 1.43 -0.95 0.095
H -2.6142 0.1241 0.3219 -0.35 -0.55 0.22 0.070
H -2.6115 -1.7086 -0.1325 1.57 0.81 1.09 0.084
H -0.6520 -1.0510 -1.7244 -0.91 0.96 0.42 0.159
H -1.6855 1.3177 -2.1035 0.06 -0.12 0.05 0.130
H -0.9138 1.8441 -0.6150 -0.06 -0.18 0.12 0.100
H 0.5640 0.4277 -2.8000 0.90 0.17 0.07 0.057
H 0.2621 2.1423 -2.9676 0.25 -0.32 0.36 0.085
H 1.5629 4.0171 -2.2324 -0.23 -0.27 0.30 0.048
H 2.5844 4.0665 -0.9217 0.37 0.34 0.88 0.025
H 0.7860 4.0312 -0.6681 -0.06 -0.39 0.68 0.040
H 1.0460 -0.6438 -0.4015 0.18 0.18 0.61 0.117
H 0.0264 0.1679 0.7628 1.24 0.01 0.07 0.095
H -0.0931 -1.4345 0.5978 0.47 -0.34 -0.30 0.100
H -0.9250 2.3373 1.9650 0.49 0.16 0.31 -0.012
H 0.4094 3.0205 2.3986 -0.11 -0.14 0.10 0.055
O 0.0478 2.3324 1.8291 -0.09 -0.15 -0.44 -0.085
H -3.0976 -3.9205 -0.1171 -0.33 -0.15 0.07 0.032
H -3.9860 -4.4031 -1.2853 0.13 -0.04 0.07 0.061
O -3.0700 -4.3043 -0.9993 0.19 0.20 0.03 -0.048
H 0.7496 1.3331 5.3823 -0.04 -0.23 -0.15 0.040
H -0.1029 1.0691 4.0782 0.40 -0.02 0.10 -0.019
O 0.0986 1.7020 4.7804 -0.26 0.35 0.00 -0.058
H 1.4722 -1.8606 -4.2025 0.48 1.03 -0.49 0.070
H 2.6375 -0.7887 -3.5433 -0.67 0.53 -1.58 0.045
O 2.1190 -1.5914 -3.5477 0.10 -1.15 1.70 -0.048
H 0.4355 -0.9977 3.1711 0.10 0.20 -0.36 0.046
H -1.0033 -0.9021 3.6577 -0.04 -0.01 -0.26 0.072
O -0.4369 -0.6693 2.9066 -0.35 -0.28 0.68 -0.065
H -2.8987 1.3140 2.2571 -0.09 0.13 -0.01 0.061
H -2.7961 2.3534 1.1151 -0.30 0.00 -0.01 0.057
O -2.6426 2.2225 2.0567 0.00 -0.10 -0.04 -0.024
H 4.6777 -1.9465 -1.4447 -0.62 0.16 -0.46 0.054
H 3.2546 -1.5414 -2.0947 0.52 -0.81 -0.02 -0.033
O 3.7812 -1.6125 -1.2922 0.11 0.29 0.92 -0.069
H 0.3232 -4.0069 -0.0635 0.20 0.27 0.09 0.070
H -1.0540 -3.9092 -0.6192 -0.17 0.30 -0.21 0.023
O -0.3557 -3.3458 -0.2522 0.00 -0.65 0.00 -0.039
H 2.2371 0.4552 1.7234 -0.85 -0.26 0.08 0.069
H 2.9011 -0.8379 1.7721 -0.40 -0.55 -0.02 0.079
O 1.9917 -0.4926 1.7923 1.82 0.79 0.22 -0.064
```
Forces are in eV/Å.

[3]
Molecular formula: C5H33NO12S
Method: DFT, ωB97M-V/def2-TZVPD

Energy in eV: -42617.589
LUMO energy in hartree: 0.1828
2S+1: 1
Gap between HOMO and LUMO in eV: 6.182
Net charge: -2

XYZ file:
```
52
Properties=species:S:1:pos:R:3:forces:R:3:lowdin_charge:R:1
C 0.1204 1.0740 2.0243 0.69 -1.69 2.53 -0.229
N -0.4249 -0.2547 2.4705 -1.77 0.98 -2.29 -0.055
C -0.6222 -1.1156 1.2956 -1.59 -0.42 0.14 -0.448
C 0.0555 -2.4645 1.4862 1.36 0.62 -0.47 -0.608
S 1.8832 -2.2037 1.7676 -0.32 -0.35 -0.07 0.261
C -2.1300 -1.2725 1.0091 0.16 -2.40 0.34 -0.197
O -2.4226 -1.7642 -0.3134 0.62 0.90 -0.07 -0.087
C 1.0936 1.5382 3.1284 -0.03 0.58 -0.74 -0.082
H -0.7098 1.7679 1.9568 0.16 0.13 -0.70 0.081
H 0.6703 0.8627 1.1198 -0.08 0.61 -0.34 0.070
H 0.0239 -0.7634 3.1930 1.22 0.02 0.27 0.052
H -0.3532 -0.6415 0.3424 1.05 0.24 0.31 0.112
H -0.4121 -2.9867 2.3251 -0.03 -0.13 -0.09 0.050
H 0.0286 -3.0424 0.5634 -0.62 -0.16 0.16 0.044
H -2.6651 -0.3836 1.2989 -0.35 0.20 -0.31 0.077
H -2.4472 -2.1588 1.5763 -0.40 0.62 0.63 0.116
H 2.0066 1.8744 2.6600 0.37 0.25 -0.15 0.052
H 0.6882 2.4045 3.6558 0.03 -0.25 0.38 0.060
H 1.3990 0.7157 3.7716 -0.25 0.05 0.22 0.056
H 1.2973 0.4071 -0.8968 0.86 0.75 -0.71 -0.001
H 0.4471 2.0827 -2.2567 0.17 -0.38 -0.18 -0.004
O 0.2454 1.6238 -1.4340 -0.43 0.49 0.28 -0.372
H 1.4765 4.2808 -0.4011 0.23 0.29 0.44 0.039
H 1.1769 2.8509 -0.5152 -0.76 -0.41 0.76 0.001
O 1.3562 3.5331 0.1982 -0.11 0.07 -0.96 -0.108
H -1.4860 3.6586 0.1378 0.63 -0.26 -0.04 0.011
H -1.0950 2.4852 -0.9217 0.88 0.44 0.85 -0.041
O -1.8186 2.9867 -0.4559 -1.33 -0.09 -0.52 -0.116
H -3.1775 1.2645 1.9833 0.27 -0.13 -0.09 0.007
H -2.2086 0.9410 3.1743 -0.01 -0.31 -0.62 0.009
O -2.9149 1.5304 2.8659 -0.40 0.57 0.80 -0.090
H -1.6427 1.0684 -1.8795 0.52 -0.68 -0.28 -0.005
H 0.1870 -0.1362 -3.2722 0.11 0.23 -0.17 0.019
O 1.0941 -0.4459 -3.4188 -0.60 0.12 -0.42 -0.093
H 1.4435 -0.3772 -2.5096 0.39 -0.02 -0.02 -0.016
H 1.7121 -0.8928 -0.3480 1.09 -0.10 0.36 -0.029
O 2.1173 -0.1790 -0.8963 -1.56 -0.26 0.55 -0.159
H 3.9664 1.4716 -0.7428 -0.29 -0.11 0.00 0.018
H 2.9297 2.3572 -0.0462 0.12 0.12 -0.07 -0.012
O 3.6937 2.3885 -0.6384 0.54 0.02 -0.02 -0.089
H 1.2154 -3.2142 -2.4921 0.25 0.35 0.10 -0.014
H 0.3629 -2.2228 -3.3124 0.43 -0.18 0.40 -0.008
O 0.3071 -3.0127 -2.7480 -0.77 -0.40 -0.37 -0.102
H -2.2516 1.8275 -2.9394 -0.25 -0.08 -0.43 0.042
H -1.7942 -1.3201 -0.9026 -0.11 -0.25 -0.18 0.071
O -2.1613 0.8982 -2.6937 -0.03 0.57 0.38 -0.080
H 2.9221 -1.7906 -1.7302 -0.03 -0.43 0.03 0.016
H 2.6839 -2.8725 -0.7159 -0.14 -0.10 0.93 -0.044
O 2.9303 -2.7619 -1.6363 0.38 0.24 -0.77 -0.101
H -3.8968 0.8307 -1.2629 0.38 -0.28 -0.30 -0.001
H -4.0447 -0.7136 -1.4289 0.54 0.12 0.13 0.008
O -4.4727 0.0798 -1.1035 -1.22 0.29 0.35 -0.081
```
Forces are in eV/Å.